Entry 1:
A molecular structure, C38H43BrCrN3O3SSi. Source: OMol25; level of theory: ωB97M-V with the def2-TZVPD basis set.

Summary:
Relative energy (zero: lowest compared OMol25 entry of this formula, charge and spin) (kcal/mol): 0.00
DFT total energy (eV): -167895.7954
Lowest unoccupied orbital energy (alpha / beta) (eV): -0.25 / -0.07
Gap between HOMO and LUMO (alpha / beta) (eV): 8.19 / 8.08
Net charge: 0
Multiplicity: 2

Each line ends with the Löwdin spin population.
Positions of all 91 atoms, in Å:
Cr  0.57575  0.15655  -0.20651  0.996
C  1.28948  0.49675  -2.11212  -0.026
Si  2.26125  -0.99801  -2.52309  -0.003
C  3.27716  -1.11663  -0.93079  0.001
N  2.34248  -0.98013  0.22837  -0.001
C  1.72028  -2.32796  0.52312  0.001
C  2.08927  -2.85376  1.90011  0.000
C  3.60258  -2.81131  2.08435  0.000
C  4.12817  -1.36941  1.95669  0.001
C  3.05411  -0.43345  1.41479  0.003
C  3.39591  -0.91509  -4.01430  -0.001
C  4.55757  -0.13754  -3.97591  0.000
C  5.36182  0.01492  -5.09488  0.000
C  5.01403  -0.60678  -6.28557  0.000
C  3.86384  -1.37811  -6.34921  0.000
C  3.06550  -1.53028  -5.22366  0.000
C  1.13478  -2.48634  -2.70617  0.000
C  1.65014  -3.76760  -2.92923  0.000
C  0.81677  -4.86881  -3.04389  0.000
C  -0.55982  -4.70956  -2.94355  0.000
C  -1.09397  -3.44811  -2.73708  0.000
C  -0.25254  -2.34679  -2.62364  0.000
H  0.46463  0.69351  -2.80195  0.001
H  1.95177  1.36835  -2.13327  -0.003
H  3.94209  -0.24881  -0.91707  0.000
H  3.90310  -2.00610  -0.80911  0.000
H  2.06457  -3.02285  -0.24435  0.000
H  0.63222  -2.27152  0.43409  0.001
H  1.72130  -3.87918  1.97336  0.000
H  1.58023  -2.27344  2.67141  0.000
H  4.06143  -3.44631  1.32093  0.000
H  3.88120  -3.23763  3.04843  0.000
H  5.02134  -1.34277  1.32993  0.000
H  4.42350  -0.98161  2.93376  0.000
H  3.48583  0.52121  1.10616  0.000
H  2.30856  -0.20288  2.17442  0.001
H  4.84407  0.36261  -3.05793  0.000
H  6.25783  0.61921  -5.04016  0.000
H  5.63788  -0.48786  -7.16210  0.000
H  3.58818  -1.86369  -7.27643  0.000
H  2.17270  -2.14019  -5.28938  0.000
H  2.72270  -3.90852  -3.01116  0.000
H  1.23721  -5.85165  -3.21257  0.000
H  -1.21272  -5.56787  -3.03574  0.000
H  -2.16681  -3.31743  -2.67168  0.000
H  -0.69248  -1.36710  -2.47591  0.000
C  -3.16940  5.02483  1.27387  0.000
C  -2.40673  4.13850  2.24358  0.000
N  -1.08151  3.77918  1.73216  0.000
C  0.02590  4.61970  2.18705  0.000
C  0.64881  4.09119  3.46995  0.000
C  -0.91748  2.71178  0.95156  -0.001
S  0.68644  2.36986  0.38343  -0.008
N  -2.07063  2.08463  0.64148  -0.001
C  -2.17634  1.04824  -0.16303  0.003
O  -1.23915  0.39139  -0.72069  0.010
C  -3.55778  0.58601  -0.48101  0.000
C  -4.65695  1.39227  -0.20171  0.000
C  -5.93163  0.96729  -0.53917  0.000
C  -6.11481  -0.26909  -1.14257  0.000
C  -5.02240  -1.08411  -1.40471  0.000
C  -3.74587  -0.65667  -1.07787  0.000
H  -4.12650  5.31971  1.70342  0.000
H  -3.35531  4.48887  0.34394  0.000
H  -2.60858  5.93099  1.04153  0.000
H  -2.95792  3.22334  2.44997  0.000
H  -2.23908  4.65225  3.19164  0.000
H  -0.38762  5.61814  2.34012  0.000
H  0.76650  4.69429  1.39370  0.000
H  -0.09508  4.04102  4.26624  0.000
H  1.45059  4.75305  3.79630  0.000
H  1.05609  3.09248  3.31831  0.000
H  -4.49616  2.34891  0.27461  0.000
H  -6.78450  1.59810  -0.32621  0.000
H  -7.11152  -0.60164  -1.40060  0.000
H  -5.16719  -2.05479  -1.86013  0.000
H  -2.88485  -1.28080  -1.27690  0.000
Br  -5.37177  -1.19545  2.71611  0.000
C  -3.89280  -0.22905  3.40464  0.000
C  -4.08880  0.64071  4.46502  0.000
C  -2.99742  1.33123  4.97429  0.000
C  -1.73696  1.15007  4.42700  0.000
C  -1.56087  0.29093  3.34977  0.000
C  -2.64649  -0.40522  2.83286  0.000
C  -0.18760  0.16744  2.72486  0.002
O  0.78168  0.60411  3.32650  0.000
O  -0.16298  -0.48133  1.60900  0.022
H  -5.07558  0.76936  4.88669  0.000
H  -3.13760  2.00726  5.80730  0.000
H  -0.87111  1.66708  4.81682  0.000
H  -2.50591  -1.06603  1.98936  0.000

=====

Entry 2:
A molecular structure, C38H43Ge2N7O3OsS2. Source: OMol25; level of theory: ωB97M-V with the def2-TZVPD basis set.

Summary:
Relative energy (zero: lowest compared OMol25 entry of this formula, charge and spin) (kcal/mol): 0.00
DFT total energy (eV): -193825.4074
Lowest unoccupied orbital energy (alpha / beta) (eV): -6.61 / -8.63
Gap between HOMO and LUMO (alpha / beta) (eV): 6.20 / 4.71
Net charge: +2
Multiplicity: 5

Each line ends with the Löwdin spin population.
Positions of all 96 atoms, in Å:
Os  0.15187  -0.56730  0.14138  1.400
C  0.68946  4.39700  1.28423  0.006
C  0.58928  2.92752  1.69888  0.032
Ge  -0.59329  1.81375  0.56681  0.069
C  -2.40004  2.03500  1.36394  0.035
C  -2.79759  3.49225  1.59636  0.004
C  -0.84193  2.71647  -1.16990  0.294
C  -0.76428  2.04490  -2.38311  0.113
Ge  -0.32201  0.06653  -2.27615  -0.004
C  1.28852  -0.43225  -3.29751  -0.001
C  1.42004  -0.05592  -4.77133  0.000
C  -1.88026  -1.05541  -2.72509  0.009
C  -2.43290  -1.00168  -4.14994  0.002
C  -0.98034  2.73784  -3.61614  0.107
C  -1.12906  4.16200  -3.69458  0.091
C  -1.33891  4.78555  -4.89454  0.007
C  -1.41451  4.03014  -6.07062  0.167
C  -1.26689  2.63990  -6.03739  0.012
C  -1.04690  2.01282  -4.83976  0.083
H  1.42175  4.92365  1.89763  0.001
H  -0.26102  4.91926  1.39413  0.000
H  1.00824  4.50191  0.24598  0.001
H  0.17722  2.84591  2.70816  0.000
H  1.57940  2.47286  1.71823  0.002
H  -2.37116  1.50253  2.31981  0.002
H  -3.15068  1.53810  0.74902  -0.001
H  -2.09736  4.00087  2.25854  0.000
H  -3.78163  3.55675  2.06255  0.001
H  -2.84820  4.05809  0.66452  0.000
H  -1.13783  3.76116  -1.16973  0.011
H  1.30787  -1.51970  -3.18413  0.002
H  2.14568  -0.04459  -2.74831  0.000
H  0.61433  -0.46523  -5.38224  0.000
H  2.35190  -0.45887  -5.16931  0.001
H  1.45250  1.02396  -4.92035  0.001
H  -2.68051  -0.82644  -2.02201  0.000
H  -1.54262  -2.06972  -2.49893  0.002
H  -2.86680  -0.03067  -4.38847  0.000
H  -3.22699  -1.73967  -4.26547  0.001
H  -1.67148  -1.23636  -4.89547  0.000
H  -1.06284  4.76479  -2.80206  0.002
H  -1.44666  5.86014  -4.93864  -0.002
H  -1.58493  4.52787  -7.01632  0.007
H  -1.32378  2.06879  -6.95355  -0.002
H  -0.93173  0.94012  -4.81892  0.001
S  0.65271  -2.75221  -0.60050  0.197
C  2.36948  -2.50364  -0.52033  0.058
N  3.15715  -3.54813  -0.82282  0.088
N  4.39390  -3.57701  -0.48169  0.224
C  5.11412  -2.92800  0.55949  0.003
C  6.48706  -2.82357  0.38264  0.036
C  7.26265  -2.27808  1.39405  -0.005
C  6.66709  -1.86566  2.57601  0.039
C  5.29265  -2.00689  2.75193  -0.003
C  4.50548  -2.53379  1.74602  0.029
N  2.92376  -1.31312  -0.28470  -0.085
N  2.10118  -0.30642  -0.15717  -0.098
C  2.86476  0.92214  -0.09026  -0.002
C  3.95001  0.99986  0.77371  -0.004
C  4.69243  2.16837  0.82431  0.001
C  4.37787  3.23726  -0.00475  -0.004
C  3.30965  3.13753  -0.88404  0.000
C  2.53967  1.98503  -0.91697  0.001
H  4.90324  -4.31105  -0.96244  0.003
H  6.94532  -3.15719  -0.54051  0.001
H  8.33119  -2.18748  1.25899  -0.001
H  7.27249  -1.45219  3.37065  0.002
H  4.83585  -1.71686  3.68837  -0.001
H  3.44280  -2.66976  1.89880  0.001
H  4.20047  0.15576  1.40227  0.001
H  5.52722  2.24020  1.50834  0.000
H  4.96898  4.14200  0.02980  0.000
H  3.07551  3.95977  -1.54731  0.000
H  1.71622  1.90154  -1.61055  0.003
O  -3.08229  -6.13129  5.82245  0.041
S  -4.33682  -5.82321  6.42431  0.086
O  -5.38394  -6.78830  6.42193  0.068
O  -4.34645  -4.78642  7.45704  0.326
C  -5.11642  -4.32666  5.23643  0.289
N  -6.38997  -4.13795  5.32885  0.076
C  -6.86243  -3.22551  4.47682  0.015
C  -6.01996  -2.55494  3.59518  0.002
C  -4.67138  -2.87291  3.63095  0.017
N  -4.20779  -3.78302  4.49905  0.077
C  -3.63646  -2.25959  2.75802  0.005
C  -2.29501  -2.37984  3.11463  -0.001
C  -1.33455  -1.85366  2.28589  0.010
N  -1.62613  -1.19969  1.14322  0.026
C  -2.91422  -1.07733  0.80872  0.011
C  -3.93793  -1.59733  1.57711  0.002
H  -7.92623  -3.02846  4.51149  0.000
H  -6.41728  -1.79791  2.93550  0.002
H  -2.01483  -2.90836  4.01459  0.000
H  -0.28335  -1.97052  2.52633  0.001
H  -3.12558  -0.54724  -0.10643  0.001
H  -4.95477  -1.49289  1.22640  0.000